The following is a quantum chemistry calculation of a molecular structure, C37H29BrN5O2PbSe2, from the OMol25 dataset.

Properties
molar mass: 1020.70 g/mol
LUMO energy: -2.608 eV

```
! RIJCOSX wB97M-V def2-TZVPD def2/J DEFGRID3
* xyz 1 1
C 2.73888 1.70072 3.36842
C 0.34013 -5.95528 1.62326
H 0.93618 -1.06887 -5.08530
H 2.38258 1.37783 5.44278
C -1.72351 0.96307 -4.62890
O -0.71171 -1.90630 1.16667
C 2.21816 1.64010 2.05240
H -5.77304 -2.65098 0.48537
H -0.67385 -4.48934 -1.80677
H 0.75409 4.50511 2.06636
H 0.62071 -6.36752 2.58326
C 1.26282 1.49155 -0.55633
C 0.34562 -6.76096 0.49101
H -0.00995 -6.87457 -1.62210
C 2.99894 2.11208 0.96937
N 3.48506 -1.16563 -0.16758
H 0.94590 5.85291 -0.15603
H 0.00529 0.75397 5.09710
H 5.75298 -0.50974 2.22499
O -1.14750 -2.20045 -0.95311
C -0.38983 -4.10371 0.28111
H 0.93343 1.41610 -1.58400
C 5.92509 0.11592 0.16560
Se 1.27814 -1.64822 -2.18697
H -3.92613 1.80963 -0.61273
H -0.65578 0.33594 -6.38517
H 3.10492 2.45802 -1.13048
N -0.89542 0.12807 -2.55094
C 0.16912 -0.49375 -4.58717
N -8.77674 -0.95054 0.09840
C 4.08832 -0.56441 -1.17396
C -6.21394 -0.61032 -0.01559
C 0.48931 1.00995 0.46045
N -1.85836 2.75944 -0.68623
C -0.02572 -4.62421 1.52092
H 3.56043 -1.62205 1.83308
C -0.72594 0.28172 -5.30657
H -6.37417 1.46615 -0.52048
H -0.69062 3.49624 2.25568
C -1.25970 3.60721 -0.16677
C -0.76978 -2.68291 0.17078
C -3.99079 -1.49610 0.17627
C 0.06225 -0.54772 -3.20457
Se 3.26131 -0.63769 -2.91442
C 0.90522 1.14187 1.81776
C 0.12654 0.88251 2.98460
Pb -1.31616 -0.05142 -0.13281
C 2.51687 2.08195 -0.30317
Br -1.74642 0.60590 2.84607
C 4.08395 -1.12269 1.02501
C -3.48144 -0.24140 -0.14015
C -0.13150 5.73265 -0.27133
H -0.63656 6.61427 0.12491
H -2.53066 1.36964 -2.67651
H 5.76362 0.56616 -1.93560
C -7.63919 -0.79952 0.04777
C -0.31958 4.44693 1.88056
H 3.75371 2.05415 3.50488
H -3.33678 -2.33537 0.37171
C -5.36111 -1.68168 0.24039
N -0.56823 4.53550 0.44250
C 5.30033 -0.50073 1.24300
H 6.88236 0.60664 0.28881
C 5.31007 0.09502 -1.07336
H 3.98671 2.50398 1.17868
H -0.36763 5.63159 -1.32689
C -0.38655 -4.91151 -0.85316
C 0.63953 0.95623 4.24490
C -5.69920 0.64300 -0.32906
C -4.32592 0.83179 -0.38628
C -1.77502 0.85259 -3.25319
H 0.63353 -7.80120 0.57297
H -0.82402 5.26072 2.40308
C 1.98187 1.33573 4.43892
C -0.01622 -6.24146 -0.74509
H -0.03627 -3.97834 2.38864
H -2.45307 1.56602 -5.14969
*
```

Results of the Löwdin charge analysis, in e, for atoms 1 through 5: -0.024, -0.062, 0.104, 0.115, -0.026